No. 1
ORCA calculation (wB97M-V/def2-TZVPD) on 3 unconnected molecules or ions with the total composition C4H14N2O2.

Structure (XYZ):
```
22
Properties=species:S:1:pos:R:3:forces:R:3
C -1.466743 -0.572768 0.758610 -0.272 0.158 -0.131
C -0.371871 -0.368951 -0.255996 -0.234 -0.114 -0.689
C 0.539856 0.796368 0.115382 -0.899 -0.204 -0.565
C 1.890485 0.795291 -0.669529 -0.007 -0.240 1.687
N 2.600658 -0.373269 -0.230034 -1.094 0.454 -0.686
N -2.146565 0.705785 0.966243 -0.144 -1.453 -0.626
H -1.153851 -0.996638 1.720773 0.440 0.156 0.036
H -2.089958 -1.371814 0.319799 -0.494 0.237 0.301
H 0.005494 -1.383328 -0.469535 0.800 0.350 0.408
H -0.862789 -0.090804 -1.208203 0.152 -0.101 0.338
H -0.048835 1.636258 -0.285548 0.400 0.267 0.219
H 2.487419 1.676882 -0.427528 0.007 0.084 -0.291
H 3.575632 -0.295999 0.006190 0.086 0.139 0.112
H 2.066623 -1.189830 0.204178 0.461 -0.357 -0.014
H -2.253809 1.149247 -0.002403 0.013 0.783 -0.423
H 0.578958 0.918940 1.197700 0.706 -0.119 -0.018
H 1.810091 -3.063091 1.483536 -0.032 0.311 0.018
H 1.560014 0.869722 -1.713463 0.376 -0.518 -0.132
O 1.541827 -2.492334 0.750001 -0.123 0.019 -0.237
H -2.981293 1.702036 -2.053481 0.270 -0.071 0.513
H -3.077562 0.517198 1.324168 -0.081 0.245 0.298
O -2.203781 1.431104 -1.530861 -0.331 -0.025 -0.120
```
Forces are in eV/Å.

Output
* HOMO level: -8.2 eV
* energy relative to the best compared isomer or geometry (same formula, charge and spin): 9.364 eV
* E: -11441.326 eV
* M: 122.17 g/mol
* multiplicity: 1

---

No. 2
ORCA calculation (wB97M-V/def2-TZVPD) on 2 unconnected molecules or ions with the total composition C4H14N2O2.

Structure (XYZ):
```
22
Properties=species:S:1:pos:R:3:forces:R:3
N -0.160594 1.232386 2.504869 0.027 -1.159 -0.338
C 0.897599 0.670252 1.625009 0.803 3.062 0.256
N 1.183430 -0.662080 1.230132 -0.273 -1.680 -0.400
C 0.970722 -1.063495 -0.174987 -0.628 0.660 0.636
C -0.499973 -1.354352 -0.480182 -1.814 1.624 0.999
C -1.194065 -0.867003 -1.751978 0.445 -0.651 -0.748
O -0.742807 -1.522266 -2.946504 0.529 -0.458 -0.039
H -1.096469 0.903907 2.296964 0.012 -0.140 0.070
H 0.055741 1.060550 3.478072 -0.209 -0.054 -0.016
H 0.807227 1.330734 0.753516 0.202 -1.053 -0.264
H 1.791793 1.133631 2.081617 -0.044 -0.484 0.125
H 0.838580 -1.415051 1.809505 0.062 0.363 0.517
H 1.330323 -0.212631 -0.753802 0.167 -0.307 -0.426
H 1.550292 -1.973581 -0.350383 0.276 0.373 -0.162
H -0.773676 -2.354418 -0.174144 0.088 -0.724 -0.608
H -1.144142 -0.805828 0.253413 0.783 0.051 -0.035
H -2.275965 -1.089162 -1.663707 0.481 0.212 0.004
H -1.076112 0.224502 -1.941109 0.014 -0.567 0.543
H 0.044816 -2.071931 -2.769937 -0.693 0.536 0.009
O -0.318183 3.063295 -0.144575 0.197 -0.479 0.306
H 0.357939 2.452011 -0.472744 -0.279 0.479 -0.263
H -0.412675 2.761824 0.777682 -0.147 0.395 -0.167
```
Forces are in eV/Å.

Output
* HOMO level: -9.0 eV
* energy relative to the best compared isomer or geometry (same formula, charge and spin): 1.913 eV
* E: -11448.777 eV
* SMILES: NCNCCCO.O
* M: 122.17 g/mol
* multiplicity: 1

---

No. 3
ORCA calculation (wB97M-V/def2-TZVPD) on 3 unconnected molecules or ions with the total composition C4H14N2O2.

Structure (XYZ):
```
22
Properties=species:S:1:pos:R:3:forces:R:3
C 1.507154 -1.569710 -0.042722 0.724 0.669 0.347
C 1.722671 -0.309980 0.355660 0.482 -1.023 0.232
C 1.304644 0.214927 1.687951 -0.068 -0.014 0.091
H 0.988298 -2.269517 0.595744 -0.157 -0.060 0.046
H 1.927524 -1.951120 -0.961462 -0.030 -0.007 -0.143
H 2.365341 0.336122 -0.235855 -0.195 0.008 -0.197
H 0.874913 1.212081 1.615490 -0.084 0.004 0.066
H 2.169636 0.278194 2.350268 0.101 0.064 -0.008
H 0.575954 -0.443652 2.152794 -0.110 0.017 0.007
N -1.466065 -1.320078 -0.472703 0.299 -0.690 0.634
N -1.945092 -0.684477 0.674154 0.367 -0.219 -0.222
O -2.698659 0.503743 0.349406 0.240 -0.072 -0.155
H -0.413846 -1.346164 -0.576817 -2.296 0.019 0.051
H -2.137272 -1.406026 -1.233305 0.654 0.044 0.066
H -2.661123 -1.280371 1.092136 0.120 0.368 -0.243
H -2.035599 1.216183 0.300699 -0.007 -0.259 0.135
C -0.056391 1.232129 -1.541316 -1.432 -1.765 0.085
O -0.291325 2.167433 -0.499041 0.115 0.428 0.320
H 0.883539 1.450020 -2.063865 -0.025 -0.606 0.318
H -0.855256 1.376561 -2.273413 0.026 0.244 -0.096
H -0.311711 0.137968 -1.139068 1.495 2.951 -1.305
H 0.552664 2.455736 -0.134734 -0.220 -0.102 -0.029
```
Forces are in eV/Å.

Output
* HOMO level: -8.9 eV
* energy relative to the best compared isomer or geometry (same formula, charge and spin): 4.799 eV
* E: -11445.891 eV
* SMILES: C=CC.NNO.CO
* M: 122.17 g/mol
* multiplicity: 1

---

No. 4
ORCA calculation (wB97M-V/def2-TZVPD) on 2 unconnected molecules or ions with the total composition C4H14N2O2.

Structure (XYZ):
```
22
Properties=species:S:1:pos:R:3:forces:R:3
C 0.123545 1.706756 2.217223 0.642 -1.319 0.932
C -0.178834 0.414139 1.429804 1.519 -0.673 0.082
N -1.490411 0.431277 0.800941 -0.602 0.016 -0.354
C 0.986758 0.089155 0.396911 -1.792 -1.024 -0.143
N 1.034714 -1.349860 -0.017205 0.056 1.517 1.282
C 1.047989 -1.652809 -1.397001 -0.397 -1.306 -0.257
O -0.242328 -1.882049 -1.977009 -0.529 0.865 -0.455
H -0.583626 1.924120 3.014952 -0.419 -0.343 -0.141
H 1.105935 1.614590 2.766115 -0.762 0.233 -0.989
H 0.083504 2.524282 1.555903 0.388 1.289 -0.792
H -0.067081 -0.380491 2.196410 -0.717 -0.002 -0.427
H -1.593227 1.205241 0.097740 0.268 -1.377 0.822
H -1.828277 -0.486585 0.430247 0.708 1.389 0.306
H 1.949206 0.359819 0.724162 1.142 0.551 0.714
H 0.742099 0.626421 -0.487706 0.005 0.997 -0.753
H 0.281060 -1.792408 0.471613 -0.203 -0.760 0.007
H 1.468231 -0.853002 -2.001161 0.241 0.102 0.207
H 1.624503 -2.572951 -1.535084 0.148 0.121 -0.205
H -0.634000 -2.728548 -1.756745 0.355 -0.184 0.241
O -1.174559 1.365180 -2.272504 -5.227 2.405 -1.575
H -1.969262 0.790676 -2.527003 0.818 1.909 0.234
H -0.685932 0.647041 -2.130608 4.358 -4.405 1.264
```
Forces are in eV/Å.

Output
* HOMO level: -8.9 eV
* energy relative to the best compared isomer or geometry (same formula, charge and spin): 1.649 eV
* E: -11449.041 eV
* SMILES: C[C@@H](N)CNCO.O
* M: 122.17 g/mol
* multiplicity: 1

---

No. 5
ORCA calculation (wB97M-V/def2-TZVPD) on 2 unconnected molecules or ions with the total composition C4H14N2O2.

Structure (XYZ):
```
22
Properties=species:S:1:pos:R:3:forces:R:3
C -1.600715 1.077440 1.470083 -0.183 1.115 -0.586
C -0.688215 0.446466 0.414693 0.085 -1.510 1.210
C 0.178178 1.389832 -0.414714 -1.614 0.761 -1.011
N 1.258133 2.070281 0.252599 -0.181 0.198 -0.332
N -1.465894 -0.547011 -0.322531 0.448 0.871 0.315
C -0.923483 -1.442378 -1.262967 -1.062 -1.602 -2.169
O 0.425023 -1.787550 -1.045877 0.563 0.083 1.019
H -2.441734 1.638811 1.008426 0.278 -0.405 0.137
H -1.991700 0.343103 2.171697 -0.028 -0.129 -0.175
H -1.058077 1.822322 2.060737 0.109 -0.147 -0.084
H -0.022751 -0.159573 1.038105 0.325 0.178 -0.051
H 0.529003 0.904865 -1.339698 0.123 -0.213 0.479
H -0.574260 2.112590 -0.815463 0.736 0.098 0.172
H 0.931901 2.834044 0.830819 0.257 -0.346 0.165
H 1.895986 1.432742 0.713012 -0.138 0.151 0.209
H -2.468470 -0.492120 -0.369513 0.096 0.240 0.177
H -1.045635 -1.186490 -2.352950 0.274 0.413 0.648
H -1.552124 -2.351291 -1.154040 0.376 0.045 -0.197
H 0.981860 -1.933202 -1.822759 -0.818 0.283 -0.055
O 2.241602 -0.892667 0.813313 -0.262 0.734 -0.224
H 1.493038 -0.966381 0.183913 0.524 -0.354 0.332
H 2.562896 -1.779005 0.941292 0.092 -0.463 0.023
```
Forces are in eV/Å.

Output
* HOMO level: -8.1 eV
* energy relative to the best compared isomer or geometry (same formula, charge and spin): 1.351 eV
* E: -11449.339 eV
* SMILES: C[C@H](CN)NCO.O
* M: 122.17 g/mol
* multiplicity: 1

---

No. 6
ORCA calculation (wB97M-V/def2-TZVPD) on 2 unconnected molecules or ions with the total composition C4H14N2O2.

Structure (XYZ):
```
22
Properties=species:S:1:pos:R:3:forces:R:3
N -1.201034 2.500517 -0.920979 0.159 -0.530 -0.058
C -1.299139 1.946565 0.424981 -0.510 0.210 2.139
C -0.824240 0.493199 0.746014 0.418 1.255 -3.313
C 0.698933 0.494741 0.509017 0.273 -1.881 1.618
N 1.452870 -0.400298 1.454513 0.862 -2.095 -0.452
C 1.891353 -1.617482 0.780727 -1.865 0.023 -1.303
O 0.771145 -2.319958 0.121150 -0.256 -0.152 0.208
H -1.671009 1.864166 -1.558903 -0.018 0.118 0.023
H -0.270381 2.639105 -1.296025 0.152 -0.149 0.389
H -2.346842 2.102322 0.702997 -0.046 -0.403 -0.010
H -0.773945 2.527919 1.196203 0.088 0.643 -0.676
H -1.229115 -0.034505 -0.138913 -0.055 -0.654 0.948
H -1.114134 0.043099 1.682008 -0.292 0.284 0.327
H 0.847136 0.056639 -0.479568 0.322 0.623 -0.051
H 1.212825 1.428226 0.690034 -0.437 0.712 -0.578
H 0.953555 -0.753335 2.264851 -0.433 0.770 0.005
H 2.428887 -1.348033 -0.121728 0.712 0.076 0.276
H 2.363369 -2.426643 1.335426 0.496 0.803 0.670
H 0.198781 -2.760192 0.771180 0.393 0.308 -0.135
O -1.165364 -0.772870 -2.412163 0.212 -0.124 -0.478
H -0.831869 -1.680476 -2.575086 -0.147 0.998 -0.038
H -0.954913 -0.207712 -3.181853 -0.027 -0.834 0.489
```
Forces are in eV/Å.

Output
* HOMO level: -8.9 eV
* energy relative to the best compared isomer or geometry (same formula, charge and spin): 1.803 eV
* E: -11448.887 eV
* SMILES: NCCCNCO.O
* M: 122.17 g/mol
* multiplicity: 1

---

No. 7
ORCA calculation (wB97M-V/def2-TZVPD) on 2 unconnected molecules or ions with the total composition C4H14N2O2.

Structure (XYZ):
```
22
Properties=species:S:1:pos:R:3:forces:R:3
N 0.080175 -1.524109 -1.426434 0.701 0.332 -0.438
C 0.233476 -0.746841 -0.211141 -0.498 -0.785 0.490
C 0.353437 0.744186 -0.492236 0.500 0.408 0.272
N 1.755700 1.145949 -0.684624 -0.164 0.222 0.156
C -0.330725 1.618953 0.565682 -0.032 -0.202 -0.154
C -0.690820 2.991126 0.046837 -0.564 0.023 -0.643
O -1.634095 2.970950 -1.041503 0.173 -0.138 -0.050
H 0.377445 -2.481060 -1.373959 -0.133 -0.142 0.125
H -0.813051 -1.431330 -1.875939 -0.185 -0.066 0.070
H -0.581515 -0.971228 0.498956 -0.038 0.393 -0.102
H 1.117362 -1.118807 0.323644 0.085 0.218 -0.197
H -0.158429 0.977717 -1.418465 -0.336 -0.262 -0.287
H 1.914996 1.537066 -1.605276 0.203 -0.356 0.204
H 2.403497 0.397319 -0.465697 -0.090 0.225 -0.354
H 0.270511 1.759407 1.458301 0.366 -0.166 0.119
H -1.234738 1.105283 0.892759 -0.313 0.056 0.058
H -1.100873 3.595312 0.846553 -0.015 0.237 0.324
H 0.165876 3.509447 -0.379697 0.191 -0.060 0.177
H -2.396176 2.419049 -0.832564 0.150 0.064 0.232
O 0.072218 -5.730209 2.838793 -0.230 -0.149 0.311
H -0.120566 -5.822443 1.903800 0.173 0.110 -0.096
H 0.870097 -5.205403 2.928043 0.057 0.039 -0.215
```
Forces are in eV/Å.

Output
* HOMO level: -8.9 eV
* energy relative to the best compared isomer or geometry (same formula, charge and spin): 1.021 eV
* E: -11449.669 eV
* SMILES: NC[C@H](N)CCO.O
* M: 122.17 g/mol
* multiplicity: 1

---

No. 8
ORCA calculation (wB97M-V/def2-TZVPD) on 3 unconnected molecules or ions with the total composition C4H14N2O2.

Structure (XYZ):
```
22
Properties=species:S:1:pos:R:3:forces:R:3
C 0.847074 -1.535233 0.976475 -0.045 -1.190 0.201
C 1.701881 -0.294650 0.837873 -1.170 0.191 1.410
C 2.191710 -0.030590 -0.611759 0.380 -0.921 -0.483
O 1.169665 0.131536 -1.462650 -0.802 0.184 0.182
N -1.659607 1.833679 -0.234291 0.310 -0.730 -0.155
C -1.857785 1.082305 -1.444555 0.292 0.181 -1.977
N -1.356969 -0.264038 -1.161969 -0.384 1.052 0.831
H 0.010242 -1.386132 1.676365 0.191 0.319 -0.060
H 1.363241 -2.442143 1.300488 0.507 0.240 0.174
H 1.088584 0.557146 1.162963 -0.123 0.056 -0.595
H 2.467891 -0.264354 1.618393 0.575 -0.310 -0.609
H 2.904290 0.771622 -0.660432 0.364 0.782 0.271
H 2.726226 -0.961704 -0.896015 0.007 -0.043 0.172
H 0.360749 -1.895472 0.075090 -0.040 0.464 -0.410
H -0.695875 2.166679 -0.198682 -0.077 -0.031 -0.216
H -1.274384 1.496280 -2.276515 0.026 -0.109 0.241
H -2.876340 1.047009 -1.835565 -0.178 -0.066 0.655
H -0.319072 -0.257385 -1.089334 0.969 -0.430 -0.731
H -1.765509 -0.590195 -0.273704 -0.072 -0.337 0.012
H -1.873630 -0.209075 2.418661 -0.121 0.150 -0.092
H -1.676680 1.079720 0.522155 -0.600 0.658 1.526
O -1.475702 -0.035002 1.557007 -0.009 -0.109 -0.346
```
Forces are in eV/Å.

Output
* HOMO level: -8.9 eV
* energy relative to the best compared isomer or geometry (same formula, charge and spin): 8.223 eV
* E: -11442.467 eV
* M: 122.17 g/mol
* multiplicity: 1

---

| no. | LUMO (eV) |
| --- | --- |
| 1 | -5.033 |
| 2 | 0.768 |
| 3 | 0.845 |
| 4 | 0.632 |
| 5 | 0.650 |
| 6 | 0.674 |
| 7 | 0.478 |
| 8 | -4.441 |